Entry 1:
DFT (wB97M-V/def2-TZVPD) results for C5H9NO in the gas phase in a non-equilibrium geometry.

Each line ends with the Mulliken charge.
Cartesian coordinates (Å):
1 O -2.98 -0.13 -0.98  -0.602
2 N -0.94 -0.21 0.09  0.027
3 C 0.24 -1.18 0.20  -0.745
4 C 1.42 -0.29 0.74  -0.532
5 C -0.47 1.16 -0.22  -0.530
6 C 1.11 1.02 -0.08  -0.629
7 C -2.07 -0.69 -0.36  0.064
8 H -0.73 1.58 -1.27  0.272
9 H -2.07 -1.78 -0.29  0.332
10 H 1.34 -0.11 1.82  0.277
11 H 1.46 1.13 -1.08  0.306
12 H -0.04 -2.02 0.76  0.454
13 H -0.70 1.89 0.50  0.271
14 H 1.66 1.90 0.37  0.346
15 H 0.44 -1.46 -0.80  0.350
16 H 2.35 -0.82 0.59  0.339

Multiplicity: 1
Structure (SMILES): O=CN1CCCC1
Kohn-Sham gap (eV): 10.32
Net charge: 0

Entry 2:
DFT (wB97M-V/def2-TZVPD) results for C5H9NO in the gas phase in a non-equilibrium geometry.

Each line ends with the Mulliken charge.
Cartesian coordinates (Å):
1 O -0.40 -1.44 -0.95  -0.560
2 N -2.09 1.65 2.09  -0.420
3 C -0.40 -0.08 -0.55  0.162
4 C -1.98 0.99 1.15  0.259
5 C -1.85 0.15 -0.04  -0.520
6 C 2.07 -0.23 -0.06  -1.489
7 C 0.71 0.24 0.45  -0.302
8 H -0.24 0.57 -1.43  0.183
9 H 0.42 -1.60 -1.44  0.331
10 H 0.72 1.32 0.62  0.383
11 H -2.26 -0.84 0.19  0.272
12 H 2.13 -1.33 -0.08  0.354
13 H -2.46 0.57 -0.84  0.284
14 H 2.88 0.13 0.57  0.370
15 H 2.26 0.13 -1.08  0.357
16 H 0.49 -0.23 1.42  0.336

Multiplicity: 1
Structure (SMILES): CC[C@@H](O)CC#N
Kohn-Sham gap (eV): 11.52
Net charge: 0

Entry 3:
DFT (wB97M-V/def2-TZVPD) results for a molecular structure, C5H9NO in a non-equilibrium geometry.

Each line ends with the Mulliken charge.
Cartesian coordinates (Å):
1 O -1.61 1.36 -1.80  -0.375
2 N -0.27 1.10 -1.41  -0.611
3 C -0.55 -0.52 0.94  -0.529
4 C -1.22 -1.03 -0.36  -0.543
5 C 0.85 -0.44 0.11  0.369
6 C 1.97 0.47 0.57  -1.417
7 C -0.17 -0.08 -0.93  0.477
8 H -2.02 1.67 -0.98  0.324
9 H -1.09 -2.07 -0.70  0.233
10 H 1.28 -1.45 -0.14  0.255
11 H -1.31 0.49 1.15  0.125
12 H -2.26 -0.73 -0.42  0.248
13 H 2.71 0.67 -0.21  0.349
14 H 1.52 1.42 0.87  0.309
15 H -0.53 -0.97 1.92  0.411
16 H 2.50 0.04 1.43  0.374

Multiplicity: 1
Kohn-Sham gap (eV): 10.37
Net charge: 0

Entry 4:
DFT (wB97M-V/def2-TZVPD) results for a molecular structure, C5H9NO.

Each line ends with the Mulliken charge.
Cartesian coordinates (Å):
1 O 1.71 -0.47 -2.17  -0.374
2 N -0.80 -0.39 1.80  -0.673
3 C 0.53 -0.12 -1.65  -0.217
4 C -1.68 0.40 0.94  -0.577
5 C -0.33 -0.01 0.48  0.817
6 C -0.07 -1.04 -0.59  -0.701
7 C 0.75 0.98 0.17  -1.023
8 H 0.48 1.02 -1.24  0.307
9 H 2.10 -1.22 -1.69  0.312
10 H 1.76 0.65 0.43  0.314
11 H 0.59 2.04 0.42  0.399
12 H -2.56 -0.12 0.58  0.257
13 H -0.94 -1.60 -0.96  0.302
14 H 0.67 -1.77 -0.21  0.334
15 H -1.84 1.45 1.18  0.246
16 H -0.38 0.20 2.51  0.277

Multiplicity: 1
Kohn-Sham gap (eV): 8.59
Net charge: 0

Entry 5:
DFT (wB97M-V/def2-TZVPD) results for a molecular structure, C5H9NO in a non-equilibrium geometry.

Each line ends with the Mulliken charge.
Cartesian coordinates (Å):
1 O -0.31 0.57 2.17  -0.537
2 N -0.35 -1.62 -0.10  -0.528
3 C 0.04 1.17 0.95  -0.068
4 C 0.02 -0.31 -0.56  0.392
5 C -0.94 0.86 -0.22  -0.540
6 C 0.10 -1.79 -1.47  -0.765
7 C 1.15 0.41 0.17  -0.837
8 H -1.37 -1.69 -0.11  0.309
9 H 0.22 2.23 1.17  0.427
10 H -0.96 1.65 -0.98  0.285
11 H 1.82 -0.23 0.76  0.354
12 H -0.08 -0.61 -1.91  0.323
13 H -0.31 -0.39 2.02  0.378
14 H 1.19 -1.91 -1.45  0.225
15 H 1.74 1.07 -0.48  0.277
16 H -1.97 0.59 0.07  0.305

Multiplicity: 1
Kohn-Sham gap (eV): 9.66
Net charge: 0

Entry 6:
DFT (wB97M-V/def2-TZVPD) results for C5H9NO in the gas phase.

Each line ends with the Mulliken charge.
Cartesian coordinates (Å):
1 O 1.13 2.15 0.85  -0.450
2 N -0.29 -0.02 -1.36  -0.511
3 C -1.05 1.10 0.78  -0.603
4 C 0.05 1.96 1.35  0.054
5 C 0.67 -2.21 -0.62  -1.136
6 C -1.01 0.80 -0.71  0.017
7 C 0.84 -0.70 -0.75  -0.107
8 H -1.76 1.35 -1.30  0.368
9 H 0.02 -2.48 0.22  0.271
10 H 0.25 -2.66 -1.53  0.313
11 H 1.12 -0.27 0.22  0.191
12 H 1.65 -2.67 -0.43  0.336
13 H -0.21 2.42 2.33  0.352
14 H 1.67 -0.51 -1.44  0.267
15 H -2.01 1.58 1.01  0.349
16 H -1.04 0.16 1.35  0.289

Multiplicity: 1
Structure (SMILES): CC/N=C\CC=O
Kohn-Sham gap (eV): 10.15
Net charge: 0

Entry 7:
DFT (wB97M-V/def2-TZVPD) results for C5H9NO in the gas phase in a non-equilibrium geometry.

Each line ends with the Mulliken charge.
Cartesian coordinates (Å):
1 O -0.57 0.69 1.71  -0.693
2 N -1.02 0.03 -0.38  -0.208
3 C -0.21 0.44 0.57  0.325
4 C 1.09 0.44 -0.24  0.432
5 C -2.59 0.03 0.56  -0.548
6 C 2.21 -0.46 0.27  -1.385
7 C 0.19 -0.07 -1.40  -0.598
8 H -2.68 -1.01 0.86  0.253
9 H 2.56 -0.11 1.24  0.327
10 H 1.46 1.46 -0.40  0.287
11 H -3.23 0.37 -0.22  0.288
12 H 3.06 -0.47 -0.41  0.353
13 H 1.86 -1.50 0.39  0.350
14 H 0.14 0.60 -2.27  0.257
15 H -2.72 0.66 1.47  0.283
16 H 0.45 -1.08 -1.74  0.277

Multiplicity: 1
Structure (SMILES): C[C@H]1CN(C)C1=O
Kohn-Sham gap (eV): 9.80
Net charge: 0

Entry 8:
DFT (wB97M-V/def2-TZVPD) results for C5H9NO in the gas phase.

Each line ends with the Mulliken charge.
Cartesian coordinates (Å):
1 O 1.17 -1.87 -0.29  -0.467
2 N -0.51 0.82 0.06  -0.493
3 C 0.24 0.67 -1.17  -0.462
4 C 1.70 0.43 -0.78  -0.642
5 C -2.10 -0.06 1.64  -1.019
6 C 1.97 -0.96 -0.28  0.052
7 C -1.40 -0.05 0.32  0.178
8 H 3.00 -1.12 0.11  0.346
9 H -1.65 -0.85 -0.40  0.311
10 H -3.19 0.07 1.53  0.298
11 H -1.93 -1.03 2.13  0.272
12 H 0.17 1.61 -1.74  0.391
13 H 2.39 0.63 -1.61  0.347
14 H -0.12 -0.15 -1.80  0.304
15 H -1.70 0.74 2.26  0.283
16 H 1.97 1.13 0.02  0.299

Multiplicity: 1
Structure (SMILES): C/C=N/CCC=O
Kohn-Sham gap (eV): 10.70
Net charge: 0

Entry 9:
DFT (wB97M-V/def2-TZVPD) results for 2 unconnected molecules or ions with the total composition C5H9NO in a non-equilibrium geometry.

Each line ends with the Mulliken charge.
Cartesian coordinates (Å):
1 O -1.09 0.79 0.47  -0.316
2 N -0.86 -1.33 -1.86  -0.375
3 C -1.01 2.17 0.53  -0.904
4 C -0.12 0.15 1.25  0.041
5 C 1.23 -2.68 -1.78  -1.024
6 C 0.78 0.79 2.07  -0.776
7 C 0.13 -2.02 -1.88  0.613
8 H 0.84 1.86 1.97  0.278
9 H -1.56 2.55 -0.31  0.243
10 H -0.47 -0.86 1.22  0.453
11 H 2.08 -2.28 -1.36  0.284
12 H -1.36 -0.81 -2.57  0.248
13 H -1.39 2.46 1.48  0.387
14 H 1.43 0.22 2.76  0.230
15 H 0.01 2.57 0.25  0.343
16 H 1.36 -3.58 -2.24  0.275

Multiplicity: 1
Structure (SMILES): C=C=N.C=COC
Kohn-Sham gap (eV): 9.60
Net charge: 0

Entry 10:
DFT (wB97M-V/def2-TZVPD) results for C5H9NO in the gas phase.

Each line ends with the Mulliken charge.
Cartesian coordinates (Å):
1 O 1.14 1.48 1.51  -0.476
2 N -0.20 -0.44 0.10  -0.008
3 C -0.09 1.77 0.80  0.302
4 C 0.47 -1.53 -1.97  -1.028
5 C -0.02 1.78 2.26  -0.325
6 C -0.79 0.72 0.03  -0.835
7 C -0.57 -1.47 -0.86  -0.412
8 H -1.53 -1.10 -1.25  0.336
9 H -0.73 -2.45 -0.39  0.346
10 H 0.66 -0.59 0.64  0.285
11 H -0.02 2.74 2.78  0.266
12 H -0.45 0.95 2.82  0.230
13 H 0.11 -2.11 -2.83  0.323
14 H -0.08 2.73 0.29  0.372
15 H 1.41 -1.97 -1.63  0.313
16 H 0.68 -0.51 -2.32  0.310

Multiplicity: 1
Kohn-Sham gap (eV): 9.47
Net charge: 0

Entry 11:
DFT (wB97M-V/def2-TZVPD) results for C5H9NO in the gas phase in a non-equilibrium geometry.

Each line ends with the Mulliken charge.
Cartesian coordinates (Å):
1 O 0.15 -1.82 -0.47  -0.549
2 N -0.21 -0.79 2.11  -0.666
3 C -1.55 1.38 -0.79  -0.765
4 C 0.29 -0.40 -0.24  0.534
5 C 0.67 -0.05 1.22  -0.741
6 C -0.50 0.58 -0.87  0.300
7 C 0.83 0.38 -1.48  -0.774
8 H 0.84 -0.12 -2.44  0.296
9 H 1.00 -2.19 -0.76  0.344
10 H 1.71 -0.34 1.40  0.322
11 H -1.18 -0.52 1.91  0.277
12 H 0.58 1.02 1.42  0.384
13 H 1.54 1.18 -1.34  0.230
14 H -1.81 2.07 -1.59  0.267
15 H -2.18 1.40 0.09  0.231
16 H -0.17 -1.77 1.85  0.309

Multiplicity: 1
Structure (SMILES): C=C1C[C@@]1(O)CN
Kohn-Sham gap (eV): 9.86
Net charge: 0

Entry 12:
DFT (wB97M-V/def2-TZVPD) results for a molecular structure, C5H9NO.

Each line ends with the Mulliken charge.
Cartesian coordinates (Å):
1 O 0.82 -0.30 -0.60  -0.278
2 N -0.99 -1.43 -1.58  -0.650
3 C -1.17 0.85 -0.62  -0.433
4 C 1.44 -1.34 0.44  -0.867
5 C -0.47 -0.42 -1.03  0.468
6 C 0.83 0.75 0.85  -0.251
7 C -0.66 1.05 0.80  -0.516
8 H -0.30 -2.18 -1.67  0.295
9 H 1.19 0.49 1.84  0.316
10 H 0.64 -2.09 0.54  0.263
11 H -0.85 1.67 -1.27  0.266
12 H -2.25 0.74 -0.70  0.291
13 H -1.18 0.37 1.49  0.281
14 H -0.81 2.07 1.17  0.349
15 H 1.48 1.48 0.37  0.253
16 H 2.26 -1.80 -0.13  0.213

Multiplicity: 1
Kohn-Sham gap (alpha / beta) (eV): 7.87 / 7.87
Net charge: 0

What energy relative to the best compared isomer or geometry (same formula, charge and spin) values result from the calculations? In sequence: 33.5; 25.0; 110.2; 130.5; 127.1; 43.1; 84.1; 34.4; 97.8; 87.6; 76.0; 148.2 kcal/mol.